[1]
Molecular formula: C38H49FNO18
Method: DFT, ωB97M-V/def2-TZVPD

```
107
Properties=species:S:1:pos:R:3:mulliken_charge:R:1
C -1.6959 -3.9919 2.7965 -0.707
O -1.7609 -4.0090 1.3915 -0.387
C -2.0989 -2.7442 0.8224 -0.724
C -0.8710 -2.0590 0.2253 -0.877
C -0.8914 -0.5236 0.3420 0.516
C 0.5304 -0.0040 0.5270 -1.540
C 0.7321 1.4892 0.4032 0.294
C -0.0962 2.4610 1.0009 1.063
C -1.3203 2.0874 1.8423 -0.231
O -2.4057 2.1092 1.2337 -0.661
O -1.0484 1.8330 3.0263 -0.742
C 0.1728 3.8301 0.8801 -0.727
C 1.2729 4.2325 0.1540 0.470
C 2.1111 3.2964 -0.4532 0.334
C 1.8320 1.9480 -0.3200 0.320
F 2.6741 1.0733 -0.8993 -0.421
C 3.1865 3.9988 -1.1480 0.275
O 3.9573 3.6348 -1.9914 -0.542
N 3.1854 5.3940 -0.6489 -0.020
O 3.9789 5.3000 0.5568 -0.495
C 1.7955 5.5728 -0.1634 0.138
O 1.2565 6.6377 -0.1483 -0.578
H -2.6924 -4.0965 3.2383 0.234
H -1.0926 -4.8429 3.1156 0.243
H -1.2361 -3.0744 3.1773 0.367
H -2.5485 -2.1011 1.5838 0.391
H -2.8599 -2.9407 0.0660 0.390
H -0.0086 -2.4398 0.7801 0.403
H -0.7513 -2.3584 -0.8177 0.352
H -1.5046 -0.2757 1.2071 0.408
H -1.3724 -0.0671 -0.5186 -0.103
H 1.1527 -0.4654 -0.2425 0.424
H 0.9485 -0.3189 1.4830 0.497
H -0.4766 4.5544 1.3533 0.510
H 4.6182 6.0102 0.4363 0.328
O -5.4801 -5.2700 0.9534 -0.595
C -5.1149 -6.2347 1.5563 0.487
O -4.1968 -6.1583 2.5536 -0.286
C -3.8782 -7.4667 3.0441 -0.424
C -5.0758 -8.3354 2.6714 -0.559
C -5.5459 -7.6781 1.3767 0.091
H -2.9565 -7.7996 2.5602 0.242
H -3.7071 -7.3928 4.1160 0.346
H -4.8255 -9.3902 2.5753 0.359
H -5.8535 -8.2407 3.4308 0.233
H -5.0370 -8.0825 0.4995 0.300
H -6.6194 -7.7298 1.2387 -0.170
O -3.6812 0.1832 -3.2197 -0.639
C -3.2119 1.2477 -2.9284 0.417
O -2.2266 1.3868 -2.0252 -0.266
C -1.9281 2.7833 -1.8033 0.312
C -2.4199 3.4872 -3.0650 -0.536
C -3.6052 2.6132 -3.4650 -0.503
H -2.4424 3.0958 -0.8949 0.160
H -0.8566 2.8818 -1.6491 -0.296
H -2.6690 4.5319 -2.8893 0.377
H -1.6552 3.4473 -3.8430 0.285
H -4.5296 2.9149 -2.9689 0.234
H -3.7779 2.5575 -4.5367 0.332
O 9.3870 0.3540 0.2112 -0.592
C 8.6808 1.1678 -0.3089 0.423
O 9.1194 1.9671 -1.3117 -0.379
C 8.1001 2.9182 -1.6740 -0.539
C 6.7861 2.3023 -1.2110 0.225
C 7.2375 1.5075 0.0106 -0.338
H 8.3194 3.8590 -1.1630 0.279
H 8.1534 3.0803 -2.7477 0.334
H 6.0148 3.0385 -1.0096 -0.306
H 6.4037 1.6245 -1.9743 0.293
H 7.2313 2.1154 0.9185 0.174
H 6.6659 0.5995 0.1849 0.392
O 2.0432 7.3274 -6.7063 -0.601
C 2.9336 6.8566 -6.0600 0.452
O 2.7321 5.9074 -5.1234 -0.341
C 3.9628 5.5960 -4.4380 -0.117
C 5.0652 6.0254 -5.4018 -0.495
C 4.4117 7.2022 -6.1202 -0.408
H 3.9855 6.1544 -3.5005 0.104
H 3.9724 4.5360 -4.2080 0.218
H 5.9959 6.2704 -4.8937 0.323
H 5.2673 5.2237 -6.1138 0.290
H 4.5578 8.1450 -5.5896 0.240
H 4.7246 7.3252 -7.1535 0.309
O -8.7577 -8.2931 1.9935 -0.600
C -9.2642 -7.2696 1.6271 0.584
O -8.6292 -6.4342 0.7847 -0.306
C -9.3819 -5.2246 0.5960 -0.469
C -10.8196 -5.6043 0.9439 -0.447
C -10.6099 -6.6820 2.0076 -0.508
H -8.9733 -4.4637 1.2627 0.262
H -9.2462 -4.8994 -0.4314 0.313
H -11.4118 -4.7548 1.2765 0.328
H -11.3081 -6.0387 0.0705 0.255
H -10.5181 -6.2588 3.0095 0.252
H -11.3710 -7.4573 2.0191 0.319
O 2.7745 -0.3940 2.9141 -0.581
C 3.9180 -0.2395 3.2102 0.484
O 4.8172 -1.2611 3.2254 -0.379
C 6.0827 -0.8061 3.7247 -0.595
C 6.0866 0.7032 3.5016 0.409
C 4.6051 1.0425 3.6444 -0.352
H 6.1466 -1.0652 4.7846 0.280
H 6.8693 -1.3280 3.1848 0.375
H 6.7397 1.2318 4.1930 0.446
H 6.4200 0.9192 2.4859 -0.597
H 4.3212 1.2379 4.6800 0.314
H 4.2709 1.8717 3.0264 0.169
```

LUMO energy = 1.77 eV
Spin multiplicity = 1
Charge = -1
Highest occupied orbital energy = -5.5 eV
HOMO-LUMO gap = 0.2677 Ha

---

[2]
Molecular formula: C38H51BrNP3Pd
Method: DFT, ωB97M-V/def2-TZVPD

```
95
Properties=species:S:1:pos:R:3:mulliken_charge:R:1
C 2.5817 4.6524 -1.2632 -0.190
C 1.4802 4.1645 -2.0020 0.238
C 1.6313 3.9373 -3.3913 -0.153
C 2.8314 4.3295 -3.9911 -0.522
N 3.8345 4.8494 -3.2845 0.094
C 3.7313 5.0188 -1.9706 -0.511
C 0.2366 3.9346 -1.3503 -0.878
C -0.8460 4.2075 -0.8126 0.535
C -2.0105 3.5828 -0.3004 0.474
C -1.9134 2.1788 -0.2928 0.703
C -2.8679 1.4122 0.3357 0.299
C -3.8881 2.0418 1.0304 -0.982
C -4.1071 3.4189 0.9000 -0.470
C -3.1644 4.1951 0.2080 -0.933
Pd -0.7872 -0.6547 0.3531 1.416
P 1.4297 -0.5406 -0.3755 0.450
H 0.8341 3.5007 -3.9927 0.552
H 2.5358 4.7762 -0.1808 0.530
H 2.9715 4.2165 -5.0713 0.450
H 4.5809 5.4592 -1.4382 0.434
H -3.2861 5.2702 0.0740 0.564
H -1.0264 1.7341 -0.7545 -0.158
H -4.9880 3.8674 1.3414 0.536
H -2.8333 0.3166 0.3383 0.737
C 2.3163 -2.1420 -0.2484 -0.451
C 3.5656 -2.3754 -1.1081 -1.468
H 1.5698 -2.9219 -0.4652 0.513
H 2.5699 -2.2462 0.8185 0.563
H 3.9333 -3.3981 -0.9439 0.454
H 3.3687 -2.2796 -2.1833 0.326
H 4.3918 -1.7011 -0.8447 0.306
C 1.5427 0.0770 -2.1085 0.281
C 2.8886 0.5906 -2.6161 -1.393
H 0.7991 0.8879 -2.1668 -0.071
H 1.1804 -0.7399 -2.7494 0.092
H 2.7804 0.9159 -3.6586 0.451
H 3.2422 1.4645 -2.0562 0.190
H 3.6689 -0.1793 -2.6030 0.246
C 2.4136 0.6943 0.5669 0.497
C 3.9360 0.5824 0.5508 -1.585
H 2.0461 0.6332 1.5999 0.086
H 2.0970 1.6763 0.1785 -0.242
H 4.3642 1.4124 1.1289 0.465
H 4.2875 -0.3486 1.0099 0.334
H 4.3568 0.6531 -0.4580 0.322
Br -5.0453 0.8959 2.0590 0.109
P -1.8391 -1.7135 -1.6064 0.584
C -0.7938 -2.5947 -2.8416 -0.389
C -1.4063 -3.7940 -3.5608 -1.421
H 0.1158 -2.8993 -2.3006 0.298
H -0.4787 -1.8463 -3.5838 0.456
H -0.6391 -4.2494 -4.1986 0.443
H -1.7553 -4.5649 -2.8663 0.332
H -2.2342 -3.5113 -4.2230 0.305
C -3.1013 -2.8772 -0.9765 -0.386
C -4.3522 -3.0839 -1.8227 -1.379
H -3.3721 -2.4903 0.0184 0.295
H -2.5828 -3.8326 -0.8058 0.437
H -5.0196 -3.7777 -1.2984 0.435
H -4.9080 -2.1527 -1.9746 0.338
H -4.1308 -3.5338 -2.7976 0.300
C -2.6566 -0.3774 -2.5650 -0.328
C -3.1080 -0.6916 -3.9901 -1.434
H -1.9272 0.4471 -2.5784 0.122
H -3.5016 -0.0253 -1.9569 0.396
H -3.5955 0.2003 -4.4024 0.449
H -2.2658 -0.9331 -4.6481 0.321
H -3.8396 -1.5070 -4.0296 0.287
C -2.4136 -0.9160 3.3743 -0.944
P -0.7966 -0.7931 2.6038 1.161
C -0.1145 0.6732 3.4206 0.514
C 0.1560 1.7952 2.6282 -0.248
C 0.8079 2.8984 3.1821 -0.636
C 1.1003 2.9127 4.5517 -0.801
C 0.6490 1.8733 5.3766 -0.869
C 0.0293 0.7525 4.8178 -0.766
C 0.1092 -2.2570 3.1936 0.826
C 0.9929 -2.2464 4.2893 -0.715
C 1.6671 -3.4212 4.6393 -0.700
C 1.4892 -4.5885 3.8901 -0.623
C 0.5986 -4.5974 2.8117 -0.680
C -0.1206 -3.4469 2.4867 -0.692
H -2.9996 -0.0381 3.0719 0.035
H -2.2971 -0.9229 4.4654 0.561
H -2.9298 -1.8162 3.0193 0.566
H -0.1173 1.7902 1.5630 0.091
H 1.0754 3.7258 2.5216 0.488
H 1.6586 3.7456 4.9779 0.459
H 0.7909 1.9212 6.4542 0.458
H -0.3233 -0.0613 5.4582 0.613
H 1.1611 -1.3414 4.8711 0.500
H 2.3418 -3.4130 5.4999 0.447
H 2.0390 -5.4946 4.1496 0.447
H 0.4459 -5.4925 2.2153 0.474
H -0.8418 -3.4536 1.6643 0.328
```

LUMO energy (alpha / beta) = -12.07 / -14.92 eV
ΔE to the lowest compared entry with this formula, charge and spin = 0.0 kcal per mole
Spin multiplicity = 5
Charge = +4
Expectation value of S² = 6.05
Highest occupied orbital energy (alpha / beta) = -18.0 / -18.3 eV
HOMO-LUMO gap (alpha / beta) = 0.2165 / 0.1241 Ha

---

[3]
Molecular formula: C38H51Cl3N2O3PPtSi
Method: DFT, ωB97M-V/def2-TZVPD

```
100
Properties=species:S:1:pos:R:3:mulliken_charge:R:1
C 1.6481 -1.5163 -4.7021 -1.191
C 1.0269 -0.2000 -4.3481 0.083
H 1.0451 -2.0899 -5.4375 0.422
H 1.7623 -2.1080 -3.7660 -0.147
H 2.6647 -1.3214 -5.1214 0.261
C 0.4831 0.6288 -5.2567 0.298
C 0.3321 0.3403 -6.7125 -1.576
H 0.1104 1.5900 -4.9231 0.478
H 0.0404 -0.7052 -6.8844 0.322
H 1.3068 0.4550 -7.2033 0.322
H -0.3975 1.0182 -7.1810 0.343
Pt 1.1815 -0.9513 0.6055 2.248
Cl 2.8067 0.7349 0.8643 -0.664
Cl -0.4420 -2.5199 -0.1455 -0.036
C -0.1390 2.2841 0.5147 0.027
O -0.9067 1.3077 0.4897 -0.211
N -0.4776 3.5087 0.9798 0.913
C -1.8329 3.8133 1.4278 -0.818
C 0.5705 4.4850 1.2279 -1.126
H 0.9245 2.2268 0.1779 -0.059
H -2.5405 3.1789 0.8795 0.062
H -2.0434 4.8710 1.2197 0.356
H -1.9188 3.6422 2.5135 0.141
H 1.5020 4.1064 0.7868 0.269
H 0.7284 4.6177 2.3082 0.378
H 0.3050 5.4465 0.7678 0.318
H -2.2301 -1.2235 -3.7320 0.277
H -2.3432 1.1889 -4.5002 0.215
C -3.0374 -1.0037 -3.0179 -1.065
C -3.1555 1.3371 -3.7734 -0.766
N -2.9698 0.3923 -2.6587 0.445
H -2.9317 -1.6193 -2.1252 0.157
C -3.2841 0.7675 -1.3716 0.147
O -3.6233 0.0001 -0.4694 -0.602
H -3.0863 2.3721 -3.4060 0.273
H -3.1945 1.8759 -1.2394 0.197
H -4.0350 -1.1975 -3.4329 0.366
H -4.1388 1.1917 -4.2657 0.299
O 0.2091 -0.7788 -2.2477 -0.131
C 1.0593 0.0655 -2.8222 -0.160
C -0.3145 2.2250 -2.4707 0.827
C 0.9259 1.5910 -2.5278 -0.279
H -1.2101 1.6004 -2.5184 0.217
C -0.4149 3.6222 -2.3664 -0.517
H 2.1271 -0.1345 -2.5958 0.252
C 2.0705 2.3532 -2.2931 -0.490
H -1.3767 4.1400 -2.3907 0.320
C 0.7415 4.3798 -2.1965 -0.661
C 1.9726 3.7340 -2.1428 -0.829
H 3.0551 1.8814 -2.2806 0.376
H 0.7250 5.4779 -2.1329 0.384
H 2.8811 4.3051 -1.9763 0.361
Si 0.2225 -4.3671 -0.6316 0.431
Cl 2.8959 -1.9717 -0.5527 -0.628
C -1.4701 -5.1154 -0.8109 -1.070
C 0.9485 -5.0700 0.9263 -0.801
C 1.2677 -4.5894 -2.1350 -1.061
H -2.0606 -4.6140 -1.6047 0.257
H -1.9965 -5.0780 0.1756 0.169
H -1.2290 -6.1547 -1.1044 0.349
H 0.7072 -4.4984 -3.0598 0.293
H 1.4102 -5.6608 -1.9834 0.403
H 2.2465 -4.1412 -2.2649 0.360
H 2.0315 -5.2411 0.8981 0.260
H 0.4866 -6.0880 0.7853 0.429
H 0.6174 -4.6652 1.8943 0.062
C -0.0496 3.0953 4.8533 -0.395
C 1.0647 2.7365 4.0988 -0.833
C 1.1068 1.4998 3.4759 -0.355
C 0.0131 0.6391 3.5390 0.619
C -1.1307 1.0018 4.2722 -0.262
C -1.1416 2.2327 4.9350 -0.736
P 0.1961 -0.9984 2.6672 -0.292
C 1.5628 -1.8505 3.5316 0.024
C 2.5540 -2.5228 2.8349 0.290
C 3.6497 -3.0564 3.5057 -0.923
C 3.7235 -2.9428 4.8971 -0.593
C 2.7384 -2.2254 5.5996 -0.681
C 1.6348 -1.6848 4.9312 -0.213
C -1.2920 -2.0094 3.0044 0.830
C -1.1660 -3.2663 3.6083 -0.867
C -2.3084 -3.9930 3.9287 -0.665
C -3.5803 -3.4993 3.6103 -0.678
C -3.6801 -2.2925 2.9105 -0.658
C -2.5544 -1.5493 2.5741 -0.325
H -0.0648 4.0626 5.3613 0.325
H 1.8953 3.4167 3.9810 0.534
H 1.9939 1.2131 2.9010 0.321
H -1.9797 0.3216 4.3172 0.384
H -2.0192 2.5381 5.5047 0.370
H 2.4632 -2.5909 1.7445 -0.075
H 4.4073 -3.5824 2.9289 0.471
H 4.5586 -3.4138 5.4306 0.351
H 2.8385 -2.1265 6.6842 0.371
H 0.8428 -1.1700 5.4952 0.376
H -0.1760 -3.6601 3.8257 0.318
H -2.1718 -4.9903 4.3344 0.361
H -4.4672 -4.1166 3.7833 0.335
H -4.6355 -1.9312 2.5694 0.473
H -2.6243 -0.5986 2.0158 0.317
```

LUMO energy (alpha / beta) = 2.45 / 1.33 eV
ΔE to the lowest compared entry with this formula, charge and spin = 49.6 kcal per mole
Spin multiplicity = 3
Charge = -1
Expectation value of S² = 2.01
Highest occupied orbital energy (alpha / beta) = -3.3 / -3.5 eV
HOMO-LUMO gap (alpha / beta) = 0.2097 / 0.1770 Ha

---

[4]
Molecular formula: C38H51N11O8S
Method: DFT, ωB97M-V/def2-TZVPD

```
109
Properties=species:S:1:pos:R:3:mulliken_charge:R:1
S 0.3043 0.0720 -0.0051 0.821
O -0.3479 0.9140 -0.9782 -0.568
O 1.7022 -0.3426 -0.4738 -0.359
O 0.3413 0.6924 1.2737 -1.132
O -0.4375 -1.1198 0.1561 -1.170
N -0.0913 -3.6841 0.7558 0.358
C 1.1585 -4.2974 0.2827 -1.217
C 1.2699 -5.5338 1.1260 -0.970
C 0.0371 -5.5973 2.0108 -0.810
C -0.7316 -4.3876 1.7896 -0.008
H -0.2883 -2.6346 0.6454 0.382
H 1.7066 -3.9283 -0.3814 1.527
H 1.9244 -6.3106 0.9459 0.537
H -0.1689 -6.1614 2.9516 0.275
H -1.6468 -3.9336 2.2672 0.206
N -1.5754 0.3670 -4.0606 0.596
C -2.5252 -0.6170 -4.1760 -0.603
C -3.3330 -0.4573 -5.5627 -0.895
C -2.5733 0.6598 -6.1127 -0.518
C -1.5268 1.1963 -5.1439 -0.268
H -1.0133 0.5471 -3.2514 -0.044
H -2.5946 -1.2785 -3.3716 0.638
H -4.1806 -1.0035 -5.9210 0.451
H -2.8070 1.0284 -7.1057 0.368
H -0.7479 2.0677 -5.2824 0.196
N 2.0241 -2.3174 -3.1258 0.202
C 3.1476 -2.7607 -3.5366 -0.511
C 2.8341 -3.5734 -4.7818 -0.952
C 1.3290 -3.4878 -5.1560 -0.755
C 0.8632 -2.6737 -3.8974 -0.627
H 1.8995 -1.6831 -2.4061 0.181
H 3.9994 -2.6216 -3.0318 0.639
H 3.1659 -4.1841 -5.4313 0.506
H 0.7607 -3.9622 -5.7668 0.593
H -0.0883 -2.2522 -3.7392 0.613
N 3.6389 -1.0525 0.8290 0.299
C 4.0229 -2.3271 0.9923 -0.447
C 5.1432 -2.3546 2.0712 -0.853
C 5.5799 -0.8062 2.2307 -0.918
C 4.4702 0.0292 1.4575 -0.437
H 2.8515 -0.6397 0.2577 0.337
H 3.4408 -3.2295 0.5655 0.294
H 5.3287 -3.1177 2.5425 0.790
H 6.1683 -0.4403 2.9184 0.512
H 4.2125 1.0490 1.5035 0.413
N -1.3204 1.6391 2.9550 0.544
C -2.6307 2.1786 2.5913 -0.652
C -3.2772 2.5057 3.9882 -0.923
C -2.1312 2.2171 4.9804 -0.756
C -0.9757 1.5790 4.2337 0.180
H -0.7192 1.2499 2.1165 0.355
H -3.0907 2.0302 1.6319 0.525
H -4.1023 3.0596 4.2596 0.536
H -2.0895 2.4925 6.0696 0.295
H 0.0723 1.3024 4.6318 0.078
N -1.9369 3.0966 -1.7776 0.781
C -3.0251 3.0539 -2.6001 -0.458
C -3.5305 4.5499 -2.7142 -0.674
C -2.5241 5.3676 -1.9510 -1.047
C -1.4291 4.4058 -1.4511 -0.821
H -1.3798 2.2272 -1.6238 0.315
H -3.3726 2.2393 -3.0498 0.644
H -4.5085 4.9264 -3.2776 0.228
H -2.4775 6.2546 -1.8345 0.874
H -0.6703 4.5786 -0.7641 0.605
N 1.8416 2.4538 2.3795 0.401
C 2.4033 3.2839 1.4851 -0.141
C 3.2716 4.2913 2.3226 -1.397
C 3.0758 3.6433 3.7398 -0.664
C 2.3304 2.4709 3.6452 -0.428
H 1.1343 1.4421 1.9801 0.192
H 2.1506 3.3443 0.4035 0.393
H 3.6244 5.1314 2.1868 0.742
H 3.4958 4.1721 4.5768 0.410
H 2.0073 1.9390 4.5019 0.290
N 1.4438 2.5695 -2.8415 0.622
C 2.7686 2.3221 -2.7137 0.134
C 3.5129 3.2796 -3.6238 -0.996
C 2.4188 4.0287 -4.2874 -0.844
C 1.1045 3.6311 -3.6601 -0.503
H 0.7803 1.9023 -2.4908 0.002
H 3.1303 1.3075 -2.0785 0.043
H 4.4850 3.3128 -3.9487 0.465
H 2.5825 4.5599 -5.1048 0.549
H 0.0684 3.9748 -3.7199 0.445
N -2.9333 -1.4250 -0.1122 1.079
C -3.9964 -0.4561 0.0044 -0.180
C -5.3438 -1.0823 0.2229 -1.085
C -5.0861 -2.4768 0.2993 -0.588
C -3.5894 -2.6709 0.0750 -0.947
H -1.7978 -1.2730 -0.2398 -0.036
H -3.7198 0.6026 -0.3236 0.155
H -6.1931 -0.5074 0.2965 0.544
H -5.7080 -3.3055 0.3504 0.519
H -3.1047 -3.5933 0.2120 0.565
C 1.5634 -1.8476 3.1357 0.277
N 1.6698 -1.5781 4.6143 0.915
O 1.6964 -2.5609 5.4568 -0.617
O 1.9387 -0.4197 5.0577 -0.551
H 2.3248 -2.5591 2.8260 0.337
H 2.0168 -0.9807 2.7937 -0.351
H 0.5343 -1.8085 2.8109 -0.055
C -2.9585 -1.2507 3.1957 -1.458
N -2.6151 -1.5511 4.6317 1.107
O -1.5087 -1.8399 4.8597 -0.545
O -3.5829 -1.8147 5.3050 -0.702
H -3.5106 -0.4433 3.2777 0.762
H -3.3767 -2.0306 2.6929 0.660
H -1.8778 -0.9934 2.5171 0.179
```

LUMO energy = 4.16 eV
ΔE to the lowest compared entry with this formula, charge and spin = 121.0 kcal per mole
Spin multiplicity = 1
Charge = -2
Highest occupied orbital energy = -3.2 eV
HOMO-LUMO gap = 0.2687 Ha